[1]
C54H58HfN7O3S | ωB97M-V with the def2-TZVPD basis set

Properties
E_HOMO   -9.01 eV
Molecular weight   1063.7 g mol⁻¹
Net charge   +1
Energy above the lowest of the compared OMol25 structures with the same formula, charge and spin   0.024 eV

Each line ends with the Mulliken charge.
Cartesian coordinates (Å):
H 2.508 4.969 1.089  0.522
C -3.836 -1.044 -2.899  -0.481
C -1.653 -2.741 2.054  0.221
H -0.146 0.227 5.444  0.326
H 0.876 -6.367 -0.830  0.508
H 2.365 -2.582 5.179  0.423
C -3.293 1.953 3.464  -0.828
H 1.582 0.747 -5.110  0.482
H 3.592 0.276 -2.610  0.380
H -4.346 -2.322 2.029  0.493
C 0.478 1.942 -2.132  -0.406
C 0.762 -0.374 5.528  -1.604
H -3.789 -0.987 1.019  0.361
H 0.282 2.503 3.744  0.474
H -1.380 -4.896 4.691  0.470
C -0.629 -4.841 -0.727  -0.705
H -3.064 -0.020 2.674  0.315
H 0.890 2.982 -5.847  0.450
H -1.451 -5.534 -0.811  0.526
H -4.659 2.019 -0.689  0.583
H -3.313 -4.626 -0.916  0.511
C 1.858 4.121 1.263  -1.177
H -6.013 1.521 -2.666  0.470
C 4.281 -1.690 0.175  -0.277
N 2.286 -0.503 0.967  0.507
H 1.904 3.534 -0.779  1.274
H -3.491 1.597 4.467  0.493
H -2.819 4.907 -1.582  0.398
H 1.426 -0.545 -1.654  -1.690
C 1.726 -4.402 -0.678  -1.199
H -0.804 3.807 -0.690  -0.970
S 7.052 -0.655 -2.559  1.311
H -2.684 3.278 -2.280  0.503
H 3.156 -0.444 -4.151  0.458
H 2.224 -1.258 1.642  -0.241
C 0.722 -1.436 -3.513  -1.959
C 0.626 2.740 2.744  -0.957
N -2.474 0.523 0.126  1.031
H -2.514 -4.636 2.569  0.464
C 5.275 0.671 -0.882  -0.853
C 1.128 -1.062 4.209  1.529
C -3.949 -2.054 1.049  -1.788
H -3.568 -1.875 -3.540  0.518
C 4.123 0.693 -0.106  -0.362
H 3.406 -1.469 -2.754  0.453
C 1.428 -3.056 -0.556  -0.151
C -0.274 -3.072 4.483  -0.493
H 2.209 -2.310 -0.526  -0.256
H 1.575 0.276 5.852  0.423
C 3.005 -0.507 -3.074  -2.244
O 8.063 -1.579 -2.089  -0.694
C -0.243 0.610 2.273  -1.563
C -4.423 1.156 -1.296  -0.703
N -1.955 -1.584 -1.368  -0.419
H 0.880 -1.310 -4.583  0.593
C -3.347 0.332 -0.952  0.479
C 1.146 1.432 -4.395  -0.404
C 1.366 3.866 2.553  -1.306
C -3.054 3.750 1.900  -0.629
C 1.527 3.313 0.209  -0.434
C -2.819 2.835 0.886  0.209
H 1.344 -0.282 3.484  -0.377
O 7.485 0.713 -2.768  -0.716
H 0.266 -3.206 5.411  0.427
H -4.701 -2.323 0.309  0.344
H -2.240 4.691 -3.230  0.399
C -0.152 5.578 -1.679  -1.878
N 0.295 1.496 -0.771  1.052
H 0.590 -1.109 6.315  0.354
C -1.183 -4.023 4.085  -1.515
C 1.019 1.036 -3.066  -0.097
C 3.589 -0.496 0.361  0.268
H -3.052 4.809 1.675  0.477
H 2.676 -2.415 3.455  0.239
H 1.596 4.523 3.379  0.504
H 2.156 0.363 1.478  0.152
H -0.703 6.216 -0.987  0.457
H 3.610 1.629 0.093  0.390
C -3.281 3.315 3.199  -1.025
N -0.445 -0.579 1.744  1.158
C -3.105 -0.814 -1.735  0.305
H 3.254 -1.187 4.584  0.422
H -0.147 4.525 -4.236  0.393
C -0.743 -1.741 2.516  -0.772
H 0.891 5.560 -1.365  0.297
H 5.688 1.575 -1.311  0.520
H -2.947 -3.895 0.933  0.896
N 0.170 -2.608 -0.502  1.073
H -5.461 -0.394 -4.134  0.471
C -0.773 4.179 -1.711  1.987
H -2.639 3.177 -0.120  0.583
H -4.044 -3.129 -1.519  0.553
N -2.157 -2.853 -0.634  1.135
H 1.081 -2.434 -3.254  0.479
H 5.934 -2.636 -0.829  0.464
C -2.666 -2.847 0.871  0.209
C 2.427 -1.862 4.363  -1.551
C -5.185 0.871 -2.416  -1.012
C -0.008 -1.951 3.705  0.973
C -2.215 4.264 -2.227  -1.835
C 5.867 -0.537 -1.211  -0.250
H -3.460 4.028 3.992  0.430
Hf -0.597 -0.344 -0.346  0.936
C -2.808 1.469 1.143  -0.349
C 0.190 3.552 -3.901  0.088
C 0.684 -5.306 -0.743  -1.197
C 0.010 3.201 -2.570  0.602
O 6.188 -1.184 -3.609  -0.651
C -3.121 -3.686 -1.422  -1.395
C -4.887 -0.212 -3.237  -1.034
C 0.695 2.181 0.341  0.897
H -0.194 6.049 -2.662  0.403
C 0.314 1.811 1.702  1.305
H -0.354 -1.390 -3.331  0.112
C -1.824 -3.860 2.874  -0.078
H -0.465 0.711 3.329  0.027
C 5.411 -1.711 -0.624  -1.096
H -2.683 -3.851 -2.402  0.333
C -3.067 1.037 2.444  -1.033
C 1.515 -0.368 -2.747  3.414
C -0.817 -3.485 -0.627  0.303
H 2.759 -4.719 -0.729  0.669
H 3.927 -2.603 0.650  0.521
C 0.760 2.686 -4.815  -1.530

Atoms 1-2, force components in eV/Å:
0.000 0.008 0.007
0.025 -0.038 0.024

***

[2]
C4H12N3 | ωB97M-V with the def2-TZVPD basis set

Properties
E_HOMO   -13.34 eV
Molecular weight   102.2 g mol⁻¹
Net charge   +1
SMILES   N/C=C(\[NH3+])CCN
Energy above the lowest of the compared OMol25 structures with the same formula, charge and spin   1.823 eV

Each line ends with the natural charge from an NBO analysis.
Cartesian coordinates (Å):
C -0.714 -0.028 -0.143  0.139
C 1.101 -0.033 1.616  -0.204
H -0.311 0.514 -2.133  0.472
H 0.807 1.172 -0.809  0.476
H 1.096 -1.104 1.441  0.213
H -0.497 1.534 1.334  0.229
H 2.802 0.194 0.296  0.402
C -1.157 -1.198 -0.589  -0.005
H 2.275 1.594 1.120  0.389
C -0.331 0.456 1.223  -0.483
N 2.051 0.691 0.749  -0.899
H -1.080 0.121 1.946  0.256
H -1.172 -2.156 -2.391  0.393
N -0.116 0.855 -1.179  -0.747
H -1.423 -1.943 0.158  0.214
H -2.511 -1.346 -2.108  0.401
H -0.644 1.747 -1.216  0.423
N -1.501 -1.303 -1.960  -0.882
H 1.326 0.232 2.647  0.213

Atoms 1-2, force components in eV/Å:
1.559 0.128 -0.349
-0.431 1.424 -0.762

***

[3]
H54O27 | ωB97M-V with the def2-TZVPD basis set

Properties
E_HOMO   -10.63 eV
Molecular weight   486.4 g mol⁻¹
Net charge   0
Energy above the lowest of the compared OMol25 structures with the same formula, charge and spin   0.759 eV

Each line ends with the Mulliken charge.
Cartesian coordinates (Å):
H 1.700 -2.567 0.531  0.319
H -3.537 -4.441 -1.983  0.295
H -0.515 1.088 3.373  0.294
H -0.620 3.816 -1.028  0.367
O -2.998 0.491 5.933  -0.621
H 1.645 -0.906 -2.589  0.283
H 2.045 -1.447 -1.102  0.443
H -0.702 4.199 0.297  0.401
O -1.294 0.002 -5.366  -0.684
O 0.229 2.866 -2.455  -0.687
H -1.771 -0.071 -6.262  0.305
H -4.474 2.579 2.481  0.309
O -1.264 4.324 -0.490  -0.782
O 1.879 -3.605 3.103  -0.581
H -3.327 1.584 2.287  0.288
H 4.600 -0.164 -5.321  0.283
H 0.230 2.672 2.062  0.445
H -1.787 0.650 -4.788  0.493
O 3.895 -0.087 -4.660  -0.620
H -5.208 0.710 -1.540  0.255
H -2.816 0.133 -1.078  0.261
H 2.719 -2.293 3.909  0.400
H -3.212 -4.108 0.913  0.291
O 0.784 2.901 1.354  -0.866
H -2.848 1.658 -2.914  0.277
H 0.593 3.330 -3.143  0.254
H -2.924 -0.204 5.256  0.317
H 2.678 2.393 1.352  0.453
H -4.299 1.921 -1.188  0.326
O 2.912 -0.594 1.619  -0.453
H -0.736 0.493 0.367  0.075
O -1.973 -0.318 -0.868  -0.578
H 0.995 -0.998 3.988  0.302
H -4.227 4.430 -0.573  0.255
O -2.707 -3.315 1.259  -0.681
H -1.304 1.979 -3.080  0.366
H 0.513 -0.150 -0.099  -0.110
O -0.049 -2.532 1.321  -0.722
H -3.937 0.606 6.071  0.312
H -1.699 -0.741 -1.719  0.329
H 3.244 -1.574 5.215  0.289
H 4.246 2.872 1.373  0.233
H 0.791 -0.695 -4.866  0.297
O 0.236 0.466 0.594  0.439
O -2.088 1.638 -3.535  -0.644
O 3.032 -1.469 4.306  -0.696
H 2.240 -0.987 -4.649  0.268
O 2.202 -3.012 -0.200  -0.754
H 1.133 -0.425 2.571  0.306
O 5.867 -1.899 2.777  -0.639
O -1.215 1.671 3.069  -0.564
H -1.607 2.148 3.794  0.284
O -4.296 1.621 2.322  -0.653
H -2.876 -2.602 0.635  0.342
H 2.040 -4.410 3.558  0.217
O 1.371 -1.213 -4.332  -0.624
H 3.124 -2.884 0.119  0.348
H 5.567 -2.271 3.584  0.305
O -4.251 0.982 -1.427  -0.541
H 3.093 2.111 -0.684  0.447
H 0.765 2.088 0.813  0.257
H 1.059 2.670 -1.994  0.359
H -0.359 -1.734 1.749  0.278
H 5.049 -1.599 2.370  0.354
O -1.571 -1.985 -3.367  -0.715
H -0.888 -2.947 1.110  0.330
H 3.253 0.218 1.257  0.262
H 3.166 -0.598 2.592  0.288
O 1.855 -0.657 -1.645  -0.786
O 2.529 1.949 -1.512  -0.817
O 0.490 -0.560 3.294  -0.704
H 2.161 1.026 -1.377  0.401
H -2.800 3.740 -0.472  0.457
H -2.943 -3.108 -2.299  0.351
H -1.747 -1.374 -4.153  0.362
O -3.765 3.604 -0.501  -0.670
H 1.052 -3.486 2.604  0.391
H -0.659 -2.207 -3.547  0.275
H 4.367 -0.022 -3.805  0.318
O -3.688 -3.527 -1.818  -0.611
O 3.631 2.158 1.250  -0.659

Atoms 1-2, force components in eV/Å:
0.006 -0.720 -0.730
0.010 -1.275 -0.174